85
Properties=species:S:1:pos:R:3 method="wB97M-V/def2-TZVPD" total_charge=-1 fmax_ha_per_bohr=0.0243 homo_energy_ev=-4.300 lumo_energy_ev=2.64 multiplicity=1 energy_ev=-143881.0624
Pd 2.091 0.348 0.396
N 5.791 -1.535 3.134
C 5.189 -0.448 2.616
N 4.013 -0.780 2.155
C 3.932 -2.111 2.414
N 4.993 -2.618 3.011
C 2.734 -2.881 2.034
C 2.724 -4.269 1.989
N 1.635 -4.949 1.641
C 0.568 -4.221 1.322
C 0.577 -2.832 1.363
N 1.658 -2.163 1.729
H 6.692 -1.619 3.567
H 5.638 0.530 2.551
H 3.611 -4.836 2.245
H -0.325 -4.763 1.029
H -0.279 -2.224 1.093
C -3.873 -0.933 -2.212
N -2.929 -0.427 -3.203
C -2.873 -1.368 -4.317
N -2.551 -2.737 -3.929
C -3.499 -3.165 -2.905
N -3.573 -2.284 -1.745
C -2.321 -2.298 -0.975
P -0.787 -1.750 -1.899
C -1.606 -0.222 -2.595
C -1.173 -2.803 -3.414
H -4.870 -0.945 -2.665
H -3.883 -0.256 -1.355
H -2.123 -1.020 -5.031
H -3.853 -1.371 -4.806
H -3.223 -4.167 -2.569
H -4.493 -3.206 -3.360
H -2.159 -3.310 -0.590
H -2.438 -1.625 -0.122
H -0.942 0.243 -3.330
H -1.714 0.460 -1.752
H -0.939 -3.847 -3.181
H -0.491 -2.499 -4.214
N -0.072 0.043 0.244
P -0.339 1.413 0.924
C 0.345 1.733 2.621
C -0.410 2.168 3.706
C 0.202 2.461 4.920
C 1.575 2.332 5.063
C 2.340 1.876 3.997
C 1.719 1.572 2.800
C -2.134 1.661 1.255
C -2.819 0.534 1.713
C -4.177 0.590 1.989
C -4.868 1.784 1.822
C -4.194 2.916 1.390
C -2.834 2.855 1.106
C 0.128 2.976 0.069
C 1.068 3.893 0.527
C 1.338 5.049 -0.194
C 0.672 5.307 -1.382
C -0.251 4.388 -1.864
C -0.514 3.233 -1.146
H -1.481 2.291 3.608
H -0.397 2.807 5.754
H 2.052 2.598 5.999
H 3.413 1.770 4.090
H 2.368 1.268 1.969
H -2.262 -0.385 1.851
H -4.696 -0.295 2.337
H -5.929 1.831 2.034
H -4.725 3.853 1.277
H -2.314 3.743 0.771
H 1.603 3.717 1.449
H 2.072 5.751 0.180
H 0.873 6.218 -1.933
H -0.775 4.575 -2.794
H -1.232 2.518 -1.529
Br 4.242 1.657 -0.144
C 2.268 -0.521 -1.307
C 1.950 0.083 -2.526
C 2.242 -0.601 -3.685
C 2.846 -1.855 -3.602
C 3.115 -2.362 -2.347
N 2.838 -1.703 -1.216
H 1.498 1.066 -2.538
H 2.015 -0.165 -4.652
H 3.121 -2.408 -4.491
H 3.588 -3.333 -2.230


14
Properties=species:S:1:pos:R:3 method="wB97M-V/def2-TZVPD" total_charge=0 fmax_ha_per_bohr=0.0476 homo_energy_ev=-8.494 smiles=C[C@H]1[C@@H](O)[C@H]1O lumo_energy_ev=0.76 multiplicity=1 energy_ev=-8370.0860
C -0.029 1.531 -0.420
C -0.835 0.298 -0.081
C -0.299 -1.046 -0.496
O 1.065 -1.055 -0.872
C -0.354 -0.816 0.956
O 0.789 -0.681 1.687
H -0.535 2.443 -0.090
H 0.946 1.489 0.075
H 0.140 1.666 -1.503
H -1.634 0.397 0.621
H -0.867 -1.809 -1.019
H 1.300 -0.265 -1.372
H -1.173 -1.316 1.486
H 1.485 -0.835 1.029


62
Properties=species:S:1:pos:R:3 method="wB97M-V/def2-TZVPD" total_charge=+1 fmax_ha_per_bohr=0.0661 homo_energy_ev=-11.064 lumo_energy_ev=-3.54 multiplicity=1 energy_ev=-145498.5101
Ti -14.923 5.505 -3.147
Br -15.413 12.469 -1.250
C -15.748 10.608 -1.193
C -16.966 9.964 -1.144
C -17.031 8.605 -1.348
C -15.899 7.832 -1.626
O -15.914 6.468 -1.871
C -14.593 8.507 -1.526
C -13.337 7.793 -1.665
N -13.207 6.734 -2.369
C -11.968 6.041 -2.288
C -10.772 6.699 -2.176
C -9.603 5.891 -2.121
C -9.659 4.568 -2.162
C -10.906 3.865 -2.196
C -11.031 2.431 -2.348
C -12.290 1.883 -2.395
C -13.400 2.768 -2.388
N -13.270 4.041 -2.336
C -12.071 4.626 -2.276
C -14.544 9.865 -1.316
H -17.905 10.396 -0.920
H -18.011 8.111 -1.397
H -12.570 8.258 -1.072
H -10.752 7.770 -2.223
H -8.628 6.372 -2.123
H -8.769 3.932 -2.197
H -10.177 1.766 -2.306
H -12.415 0.852 -2.278
H -14.412 2.429 -2.459
H -13.570 10.224 -1.193
N -15.665 9.605 -4.900
C -16.889 8.784 -5.093
C -16.927 7.487 -4.334
O -17.913 7.059 -3.783
N -15.693 6.748 -4.421
C -14.956 6.933 -5.676
C -13.978 5.757 -5.827
O -13.463 5.419 -6.816
O -13.907 5.088 -4.665
H -15.786 10.233 -4.110
H -15.503 10.163 -5.749
H -16.949 8.571 -6.191
H -17.791 9.293 -4.791
H -14.291 7.763 -5.814
H -15.542 6.829 -6.544
C -15.851 1.610 -5.644
C -17.075 1.965 -4.777
S -17.129 3.660 -4.571
O -16.160 3.915 -3.389
C -18.666 3.909 -3.785
C -19.693 4.139 -4.916
H -15.593 0.526 -5.565
H -14.892 2.144 -5.425
H -16.104 1.967 -6.694
H -16.976 1.623 -3.733
H -17.963 1.587 -5.189
H -18.557 4.870 -3.223
H -18.925 3.119 -3.096
H -19.439 4.971 -5.570
H -20.635 4.407 -4.419
H -19.937 3.266 -5.535


100
Properties=species:S:1:pos:R:3 method="wB97M-V/def2-TZVPD" total_charge=0 fmax_ha_per_bohr=0.1322 homo_energy_ev=-8.286 smiles="COC[C@H](C)N.COC[C@H](C)N.COC[C@H](C)N.COC[C@H](C)N.NC(N)=O.NC(N)=O.NC(N)=O.NC(N)=O" lumo_energy_ev=0.53 multiplicity=1 energy_ev=-55971.8852
C 13.950 7.111 28.655
O 12.893 6.322 28.237
C 11.875 6.313 29.309
C 11.201 4.922 29.244
C 9.769 4.959 28.560
N 11.164 4.336 30.598
H 13.621 8.143 28.777
H 14.658 7.343 27.859
H 14.557 6.911 29.539
H 12.317 6.459 30.294
H 11.292 7.197 29.050
H 11.869 4.262 28.690
H 9.776 5.409 27.567
H 9.001 5.464 29.147
H 9.382 3.942 28.487
H 12.137 4.226 30.844
H 10.894 3.369 30.489
C 13.174 9.684 26.046
O 13.661 8.613 25.196
C 13.532 8.815 23.796
C 12.029 8.776 23.326
C 11.278 7.558 23.899
N 11.907 8.537 21.883
H 12.906 9.214 26.992
H 12.297 10.139 25.584
H 13.949 10.389 26.346
H 13.851 9.783 23.411
H 14.052 7.990 23.310
H 11.617 9.675 23.784
H 10.220 7.353 23.731
H 11.326 7.669 24.982
H 11.779 6.657 23.544
H 10.928 8.389 21.682
H 12.061 9.322 21.267
C 14.800 -0.438 22.716
O 14.281 0.681 22.039
C 15.194 1.733 22.009
C 14.541 3.015 21.428
C 14.656 3.126 19.899
N 15.234 4.253 21.951
H 15.290 -0.263 23.674
H 15.544 -0.847 22.031
H 14.105 -1.263 22.872
H 15.548 1.944 23.018
H 16.057 1.558 21.367
H 13.514 3.104 21.780
H 14.236 4.081 19.584
H 14.182 2.228 19.505
H 15.714 3.148 19.638
H 16.180 4.388 21.626
H 15.378 4.110 22.940
C 18.438 3.970 20.333
O 18.163 4.426 21.644
C 18.929 5.439 22.199
C 18.246 6.245 23.393
C 17.131 7.166 22.802
N 19.264 7.006 24.101
H 18.002 2.978 20.219
H 19.484 3.753 20.115
H 18.143 4.662 19.544
H 19.822 4.867 22.448
H 19.330 6.106 21.435
H 17.818 5.511 24.076
H 16.928 7.922 23.561
H 16.190 6.745 22.447
H 17.509 7.744 21.959
H 18.941 7.245 25.028
H 19.219 7.924 23.682
N 12.725 -0.997 27.059
C 13.359 0.057 26.629
N 12.648 0.566 25.710
O 14.467 0.460 26.901
H 13.102 -1.679 27.701
H 11.937 -1.238 26.476
H 11.755 0.105 25.617
H 12.977 1.496 25.493
N 14.140 5.637 25.380
C 14.753 4.511 25.537
N 14.197 3.954 26.599
O 15.535 3.898 24.807
H 14.576 6.269 24.724
H 13.502 5.943 26.100
H 14.685 3.177 27.021
H 13.758 4.652 27.182
N 18.954 4.602 26.199
C 18.680 3.526 26.878
N 17.678 2.882 26.389
O 19.390 3.149 27.764
H 19.846 4.976 26.488
H 18.705 4.847 25.252
H 17.813 1.931 26.702
H 17.036 3.202 25.679
N 14.469 1.757 31.488
C 14.019 1.885 30.229
N 14.960 1.727 29.427
O 12.893 2.038 29.950
H 15.476 1.766 31.561
H 13.808 2.025 32.204
H 14.751 1.404 28.493
H 15.848 1.733 29.908


These records have relative energy (zero: lowest compared OMol25 entry of this formula, charge and spin) values of 110.6; 308.3; 86.1; 593.9 kJ/mol, in the order they appear.
These records have gap between HOMO and LUMO values of 6.94; 9.26; 7.52; 8.81 eV, in the order they appear.